Entry 1:
Density functional theory data (ωB97M-V/def2-TZVPD) for a 2-piece molecular cluster, C5H9NO3S overall at a distorted geometry.

Summary:
* spin multiplicity: 1
* net charge: 0
* ΔE to the lowest compared entry with this formula, charge and spin: 411.9 kJ/mol
* HOMO level: -8.8 eV
* E_tot: -23795.0175 eV

XYZ file:
```
19
C5H9NO3S (ωB97M-V/def2-TZVPD)
C -0.41906 2.97751 0.19253
C -1.28293 -1.23188 -1.46644
C -0.87375 -2.03863 -0.51043
C 0.28085 1.65271 0.09511
C 0.58810 -1.29471 1.45124
N 1.08200 1.64422 -0.95317
O -0.02134 3.73858 1.21436
O -1.26805 3.28490 -0.61239
O 1.66655 -1.22516 -0.97885
S 0.89838 -2.19747 -0.12998
H -2.31306 -0.90309 -1.62969
H -0.53251 -0.82264 -2.10173
H -1.41118 -2.31788 0.29503
H 0.54790 -0.19692 1.43104
H 1.41141 -1.37701 2.09843
H -0.32087 -1.54728 2.03358
H 1.30522 2.30330 -1.69953
H -0.45908 4.57331 1.15200
H 1.49194 0.69446 -1.07404
```

Atomic partial charges in e from the natural (NBO) method, atoms 1 to 8:
1 C 0.6644
2 C -0.3467
3 C -0.4097
4 C 0.0375
5 C -0.8648
6 N -0.7267
7 O -0.6721
8 O -0.6151



Entry 2:
Density functional theory data (ωB97M-V/def2-TZVPD) for one molecule with the formula C5H9NO4 at a distorted geometry.

Summary:
* spin multiplicity: 1
* net charge: 0
* ΔE to the lowest compared entry with this formula, charge and spin: 236.0 kJ/mol
* SMILES: [H]/N=C(\O)[C@H](O)[C@@H](O)CC=O
* HOMO level: -9.8 eV
* E_tot: -15009.7979 eV

XYZ file:
```
19
C5H9NO4 (ωB97M-V/def2-TZVPD)
H 0.40410 -3.67692 -0.86611
N 0.60522 -2.66718 -0.95137
C -0.34190 -2.02895 -0.39879
O -1.16783 -2.46207 0.57183
C -0.60347 -0.55712 -0.66173
O -0.08509 -0.20961 -1.91721
C 0.04436 0.29486 0.45128
O 1.32810 -0.20178 0.75451
C 0.08766 1.77559 0.05563
C 0.41687 2.67811 1.20980
O -0.06700 3.77657 1.36501
H -0.69455 -2.96156 1.24790
H -1.69537 -0.41247 -0.61938
H -0.78003 0.17155 -2.45987
H -0.55648 0.17966 1.36378
H 1.91127 -0.00856 0.01023
H -0.86088 2.09807 -0.39485
H 0.88713 1.92332 -0.69238
H 1.16789 2.28849 1.93173
```

Atomic partial charges in e from the natural (NBO) method, atoms 1 to 8:
1 H 0.3429
2 N -0.6711
3 C 0.5613
4 O -0.7130
5 C -0.0050
6 O -0.7066
7 C 0.0905
8 O -0.7114



Entry 3:
Density functional theory data (ωB97M-V/def2-TZVPD) for a 2-piece molecular cluster, C5H9NO6 overall at a distorted geometry.

Summary:
* spin multiplicity: 1
* net charge: 0
* ΔE to the lowest compared entry with this formula, charge and spin: 601.3 kJ/mol
* HOMO level (alpha / beta): -9.9 / -9.6 eV
* E_tot: -19098.9061 eV

XYZ file:
```
21
C5H9NO6 (ωB97M-V/def2-TZVPD)
N 0.01461 0.08850 0.83706
O -1.15459 0.42946 0.80309
O 1.10006 0.65323 0.79178
C -1.06898 -5.22579 0.95494
C -1.27312 -4.39276 -0.31189
C -2.65819 -3.68600 -0.25462
O -3.62644 -4.70674 -0.31374
C -0.17696 -3.22254 -0.34607
C 1.30406 -3.85477 -0.28237
O 1.65252 -4.64063 0.58051
O -0.24463 -2.35298 0.58304
O -1.13549 -5.13404 -1.49272
H -1.06666 -4.55851 1.83123
H -1.91062 -5.91735 1.01982
H -0.12868 -5.77665 0.92797
H -2.71770 -3.11770 0.68863
H -2.75542 -3.00986 -1.12954
H -4.48659 -4.30288 -0.11077
H -0.22415 -2.69836 -1.32191
H 2.06754 -3.43239 -0.98745
H -2.02329 -5.24335 -1.88569
```

Atomic partial charges in e from the natural (NBO) method, atoms 1 to 8:
1 N 0.5493
2 O -0.2791
3 O -0.2793
4 C -0.6559
5 C 0.2358
6 C -0.0934
7 O -0.7308
8 C -0.0082



Entry 4:
Density functional theory data (ωB97M-V/def2-TZVPD) for one molecule with the formula C5H9NOS at a distorted geometry.

Summary:
* spin multiplicity: 1
* net charge: 0
* ΔE to the lowest compared entry with this formula, charge and spin: 546.4 kJ/mol
* SMILES: C/C=C(\C=N/S)CO
* HOMO level: -8.5 eV
* E_tot: -19698.6400 eV

XYZ file:
```
17
C5H9NOS (ωB97M-V/def2-TZVPD)
C -2.19969 -0.27995 0.51039
C -0.73452 -0.63350 0.63856
C 0.40157 0.13267 0.48337
C 0.45198 1.29671 -0.44727
N -0.10676 1.58914 -1.65624
S -0.33716 0.60343 -2.88667
C 1.62754 -0.45468 0.86380
O 2.47253 -0.65209 -0.22365
H -2.49790 0.95172 0.63824
H -2.80798 -0.95474 1.46702
H -2.33061 -0.81151 -0.59891
H -0.75909 -1.52142 1.25367
H 0.83898 2.33890 0.05771
H -0.11214 -0.62420 -2.23781
H 2.06822 0.36674 1.55248
H 1.44622 -1.42025 1.33589
H 2.57880 0.07304 -0.75056
```

Atomic partial charges in e from the natural (NBO) method, atoms 1 to 8:
1 C -0.6758
2 C -0.1418
3 C -0.1460
4 C 0.0296
5 N -0.6038
6 S 0.3167
7 C -0.0772
8 O -0.7090



Entry 5:
Density functional theory data (ωB97M-V/def2-TZVPD) for one molecule with the formula C5H9NOS at a distorted geometry.

Summary:
* spin multiplicity: 1
* net charge: 0
* ΔE to the lowest compared entry with this formula, charge and spin: 361.1 kJ/mol
* SMILES: C=NOC1(CS)CC1
* HOMO level: -9.0 eV
* E_tot: -19700.5613 eV

XYZ file:
```
17
C5H9NOS (ωB97M-V/def2-TZVPD)
C -2.38939 -1.84413 -0.19573
N -1.65684 -0.96562 0.41403
O -0.75917 -0.50038 -0.55045
C 0.17571 0.31844 0.05268
C 1.27184 -0.45362 0.78862
S 2.34951 -1.56652 -0.13524
C 0.61870 1.50024 -0.79613
C -0.18291 1.68099 0.45253
H -2.26762 -1.98473 -1.25967
H -3.13671 -2.28886 0.41438
H 1.83600 0.34024 1.29134
H 0.83121 -0.99262 1.56716
H 2.47793 -0.80572 -1.22438
H 0.12197 1.70100 -1.76752
H 1.65824 1.87661 -0.78376
H 0.28990 2.00647 1.37955
H -1.23838 1.97821 0.35259
```

Atomic partial charges in e from the natural (NBO) method, atoms 1 to 8:
1 C -0.1350
2 N -0.1120
3 O -0.3933
4 C 0.2284
5 C -0.5362
6 S -0.0218
7 C -0.4417
8 C -0.4345



Entry 6:
Density functional theory data (ωB97M-V/def2-TZVPD) for one molecule with the formula C5H9NOS at a distorted geometry.

Summary:
* spin multiplicity: 1
* net charge: 0
* ΔE to the lowest compared entry with this formula, charge and spin: 166.6 kJ/mol
* SMILES: CC(=S)N1CC(O)C1
* HOMO level: -8.0 eV
* E_tot: -19702.5768 eV

XYZ file:
```
17
C5H9NOS (ωB97M-V/def2-TZVPD)
C -2.10495 1.34432 -0.18491
C -1.68290 -0.09866 -0.07539
S -2.82370 -1.32593 -0.10767
N -0.39283 -0.27354 0.02751
C 0.76772 0.64345 0.08180
C 1.66211 -0.54599 0.28982
O 2.75267 -0.63875 -0.54608
C 0.48656 -1.47386 -0.03278
H -2.20511 1.70618 0.81516
H -1.34800 1.97845 -0.68971
H -3.06583 1.39925 -0.70375
H 1.03424 1.12362 -0.83741
H 0.69528 1.38940 0.89492
H 1.99117 -0.70019 1.37419
H 3.52998 -0.29370 -0.10946
H 0.50705 -2.00487 -1.00137
H 0.19653 -2.22919 0.80511
```

Atomic partial charges in e from the natural (NBO) method, atoms 1 to 8:
1 C -0.6747
2 C 0.1722
3 S -0.2289
4 N -0.3887
5 C -0.2407
6 C 0.0773
7 O -0.7032
8 C -0.2214



Entry 7:
Density functional theory data (ωB97M-V/def2-TZVPD) for one molecule with the formula C5H9NOS at a distorted geometry.

Summary:
* spin multiplicity: 1
* net charge: 0
* ΔE to the lowest compared entry with this formula, charge and spin: 370.3 kJ/mol
* HOMO level (alpha / beta): -7.2 / -7.2 eV
* E_tot: -19700.4652 eV

XYZ file:
```
17
C5H9NOS (ωB97M-V/def2-TZVPD)
C -1.23735 1.09002 -0.75603
C 1.29014 -0.56163 -1.11792
C 0.05804 -1.11021 -1.82365
C 0.43196 0.43026 0.84767
C -0.41310 0.11083 2.02625
N -1.83068 2.07933 -0.33628
O 1.09934 -0.61617 0.28324
S -1.21921 0.16178 -2.19689
H 2.15710 -1.19755 -1.32576
H 1.51157 0.45849 -1.45023
H 0.30386 -1.52612 -2.79707
H -0.39233 -1.87614 -1.19516
H 0.93568 1.39285 0.81930
H -1.06280 -0.73315 1.81363
H -1.02484 0.97460 2.27747
H 0.20818 -0.15739 2.88261
H -2.54650 2.55195 -0.88025
```

Atomic partial charges in e from the natural (NBO) method, atoms 1 to 8:
1 C 0.0417
2 C -0.0719
3 C -0.5334
4 C 0.2275
5 C -0.6856
6 N -0.7122
7 O -0.5430
8 S 0.2255



Entry 8:
Density functional theory data (ωB97M-V/def2-TZVPD) for a 2-piece molecular cluster, C5H9NOS overall at a distorted geometry.

Summary:
* spin multiplicity: 1
* net charge: 0
* ΔE to the lowest compared entry with this formula, charge and spin: 560.4 kJ/mol
* SMILES: [H]/N=C/CSO.C1=CC1
* HOMO level: -8.8 eV
* E_tot: -19698.4951 eV

XYZ file:
```
17
C5H9NOS (ωB97M-V/def2-TZVPD)
H -4.06824 -1.54743 0.56229
N -3.10786 -1.30220 0.81941
C -2.59050 -0.69165 -0.15409
C -1.13449 -0.35215 -0.12765
S -1.04549 1.43974 0.46962
O -1.91215 2.29914 -0.69591
H -2.95523 -0.51408 -1.15921
H -0.71127 -0.95450 0.53895
H -0.50436 -0.36883 -1.11651
H -1.56737 2.65415 -1.52830
C 3.63080 0.22935 0.54504
C 2.44641 0.42203 0.97966
C 2.53033 -0.55077 -0.10910
H 4.63829 0.43115 0.57554
H 1.71247 0.88657 1.56403
H 2.09791 -0.40128 -1.17891
H 2.54074 -1.67923 0.01515
```

Atomic partial charges in e from the natural (NBO) method, atoms 1 to 8:
1 H 0.3399
2 N -0.5952
3 C 0.1200
4 C -0.5816
5 S 0.4947
6 O -0.8885
7 H 0.1577
8 H 0.2330



Entry 9:
Density functional theory data (ωB97M-V/def2-TZVPD) for a 3-piece molecular cluster, C5H9NOS overall at a distorted geometry.

Summary:
* spin multiplicity: 3
* net charge: 0
* ΔE to the lowest compared entry with this formula, charge and spin: 275.4 kJ/mol
* <S²>: 2.0084
* HOMO level (alpha / beta): -7.8 / -10.2 eV
* E_tot: -19695.9120 eV

XYZ file:
```
17
C5H9NOS (ωB97M-V/def2-TZVPD)
C 0.15764 -1.12708 -1.98923
C 0.47490 -0.00485 -1.86398
C -0.39366 1.95158 2.08172
C -0.25982 0.68066 2.36973
C 1.06063 1.26842 -1.98306
N -0.59878 -2.07646 0.82039
O -1.22856 -3.76794 -0.99315
S -0.98128 -3.52851 0.41202
H -0.27803 -2.00233 -2.01467
H 0.54619 2.47269 2.02703
H -1.35029 2.48359 1.93993
H 0.75936 0.14719 2.42046
H -1.03698 -0.07862 2.78521
H 0.78201 2.00724 -1.23019
H 0.87877 1.75472 -2.86955
H 2.19317 1.14871 -1.96062
H -0.72528 -1.32901 0.04797
```

Atomic partial charges in e from the natural (NBO) method, atoms 1 to 8:
1 C -0.2683
2 C 0.0333
3 C -0.4236
4 C -0.3850
5 C -0.6995
6 N -0.6767
7 O -0.7217
8 S 1.0050



Entry 10:
Density functional theory data (ωB97M-V/def2-TZVPD) for a 2-piece molecular cluster, C5H9NS overall at a distorted geometry.

Summary:
* spin multiplicity: 1
* net charge: 0
* ΔE to the lowest compared entry with this formula, charge and spin: 525.4 kJ/mol
* HOMO level (alpha / beta): -8.5 / -7.4 eV
* E_tot: -17650.7482 eV

XYZ file:
```
16
C5H9NS (ωB97M-V/def2-TZVPD)
C 1.23137 2.31647 -1.16710
C -0.78719 -2.64751 1.52094
C 0.28906 1.46934 -1.49173
C 0.15818 0.05284 -0.86422
C -0.89062 -0.05066 0.20290
N -0.88335 -2.53689 0.29390
S -0.48594 0.19528 1.82957
H 1.30918 3.25824 -1.62516
H 1.80796 2.10008 -0.15213
H -0.39441 -3.60611 2.02554
H -1.07170 -1.85896 2.34788
H -0.49235 1.68209 -2.22751
H 1.24524 -0.04724 -0.52073
H -0.13603 -0.46564 -1.82551
H -1.86734 -0.15216 -0.02767
H 0.96793 0.29084 1.68104
```

Atomic partial charges in e from the natural (NBO) method, atoms 1 to 8:
1 C -0.4080
2 C -0.2067
3 C -0.1536
4 C -0.4975
5 C -0.3009
6 N -0.3514
7 S 0.1460
8 H 0.2058



Entry 11:
Density functional theory data (ωB97M-V/def2-TZVPD) for C5H9NS as an isolated structure at a distorted geometry.

Summary:
* spin multiplicity: 1
* net charge: 0
* ΔE to the lowest compared entry with this formula, charge and spin: 230.1 kJ/mol
* HOMO level: -8.3 eV
* E_tot: -17653.8092 eV

XYZ file:
```
16
C5H9NS (ωB97M-V/def2-TZVPD)
C 1.05524 -1.16716 -0.41293
C 0.93325 1.38104 -0.24197
C -0.41718 1.05257 0.50641
C -0.33787 -0.28151 1.40306
C -0.41364 -1.08012 0.12383
H 0.91484 -1.39199 -1.50824
H 1.52738 -2.05415 -0.12149
H 2.67825 -0.05285 -0.43459
H 0.54104 1.49725 -1.30589
H 1.57472 2.27755 0.03697
H -0.82835 1.99551 0.76392
H 0.53868 -0.61197 2.10150
H -1.34978 -0.31875 1.86607
H -0.91145 -2.06077 0.18638
N 1.77992 0.02943 0.01654
S -1.37898 0.06783 -0.62318
```

Atomic partial charges in e from the natural (NBO) method, atoms 1 to 8:
1 C -0.2286
2 C -0.2425
3 C -0.3453
4 C -0.4012
5 C -0.4153
6 H 0.1643
7 H 0.1970
8 H 0.3669



Entry 12:
Density functional theory data (ωB97M-V/def2-TZVPD) for C5H9NS as an isolated structure at a distorted geometry.

Summary:
* spin multiplicity: 1
* net charge: 0
* ΔE to the lowest compared entry with this formula, charge and spin: 140.3 kJ/mol
* HOMO level: -8.6 eV
* E_tot: -17654.7393 eV

XYZ file:
```
16
C5H9NS (ωB97M-V/def2-TZVPD)
C -0.79772 -0.22828 -0.77887
C -0.51688 -0.36712 0.74358
C 0.98410 -0.71765 0.78577
C 0.27529 0.84123 -0.70411
C -0.41880 1.19374 0.64194
H -1.51871 -2.29194 -1.63932
H -1.77523 0.21897 -0.96315
H -1.16997 -0.83581 1.39230
H 1.39110 -0.43514 1.77355
H 1.15596 -1.80488 0.58888
H 2.19018 0.81417 0.02236
H 0.37735 1.57294 -1.49845
H -1.39366 1.72349 0.51290
H 0.23916 1.72132 1.34935
N 1.45806 0.18035 -0.24558
S -0.48023 -1.58540 -1.98116
```

Atomic partial charges in e from the natural (NBO) method, atoms 1 to 8:
1 C -0.3148
2 C -0.2337
3 C -0.2298
4 C -0.0634
5 C -0.4088
6 H 0.1092
7 H 0.2229
8 H 0.2129